1.
The following is a DFT calculation (the ωB97M-V functional and the def2-TZVPD basis) of 13 unconnected molecules or ions with the total composition C45H104F36N9O3P6.

XYZ file:
```
203
C45H104F36N9O3P6 (the ωB97M-V functional and the def2-TZVPD basis)
C 2.5712 -1.1821 -4.6231
C 2.4753 0.4217 -4.7654
C 2.2411 1.0189 -6.1308
N 2.3189 2.5974 -6.3352
C 3.7743 3.0280 -6.1686
C 3.9476 4.4788 -6.3691
C 3.1494 5.2656 -5.3630
C 1.6819 4.8782 -5.3701
C 1.4760 3.3095 -5.3430
C 1.8770 2.9711 -7.8343
H 1.8067 -1.7703 -5.1307
H 2.4677 -1.4360 -3.5682
H 3.5072 -1.6647 -4.9046
H 3.3108 0.8919 -4.2468
H 1.7329 0.7823 -4.0533
H 1.3649 0.5316 -6.5585
H 2.9309 0.7637 -6.9352
H 4.0856 2.8237 -5.1441
H 4.4523 2.4532 -6.7994
H 4.9685 4.7519 -6.1020
H 3.8384 4.7208 -7.4263
H 3.5203 5.1517 -4.3444
H 3.3006 6.3305 -5.5397
H 1.0874 5.3048 -4.5622
H 1.0965 5.1100 -6.2598
H 1.8061 3.0317 -4.3420
H 0.4396 3.1377 -5.6335
H 1.8891 4.0552 -7.9471
H 0.9878 2.3914 -8.0820
H 2.7116 2.5751 -8.4128
C -3.7826 1.2206 0.9997
C -4.9049 0.2117 0.7867
C -5.0282 -0.7916 1.9827
N -6.0806 -1.9355 1.9054
C -5.8009 -2.9192 3.0899
C -6.8056 -4.0152 3.2131
C -8.1561 -3.3993 3.5225
C -8.5454 -2.5065 2.3146
C -7.5007 -1.2738 2.1112
C -5.8751 -2.7641 0.5596
H -3.4975 1.6854 0.0559
H -2.9107 0.6451 1.3107
H -4.0855 2.0744 1.6058
H -4.6687 -0.3654 -0.1074
H -5.8806 0.6699 0.6249
H -5.0732 -0.1865 2.8882
H -4.1338 -1.3832 2.1780
H -5.8237 -2.3786 4.0362
H -4.8068 -3.3601 3.0158
H -6.4867 -4.6315 4.0537
H -6.7040 -4.6115 2.3064
H -8.0757 -2.6367 4.2971
H -8.9817 -4.0882 3.7013
H -9.5666 -2.1464 2.4392
H -8.5857 -3.0689 1.3817
H -7.4626 -0.5084 2.8863
H -7.7441 -0.8697 1.1285
H -6.5266 -3.6380 0.5553
H -4.8640 -3.1541 0.4427
H -5.9826 -2.1389 -0.3268
C -6.1380 2.0936 -5.4396
N -4.8117 1.5438 -4.9528
C -4.6853 1.4259 -3.3655
C -4.7046 0.0421 -5.3907
C -3.7562 2.5405 -5.3905
C -2.2354 2.3767 -5.0055
O -1.7259 1.1731 -5.1897
H -6.2599 3.0931 -5.0221
H -7.0257 1.5580 -5.1032
H -6.1737 1.9937 -6.5244
H -4.8600 2.4356 -2.9941
H -3.7302 0.9822 -3.0842
H -5.3392 0.6130 -3.0497
H -4.5735 -0.0229 -6.4708
H -5.6404 -0.4361 -5.1012
H -3.8777 -0.4218 -4.8530
H -4.0810 3.5784 -5.3169
H -3.7543 2.4189 -6.4737
H -2.2059 2.5925 -3.9375
H -1.7096 3.2117 -5.4686
H -1.6999 1.0932 -6.1460
C 6.5588 2.7405 4.0829
N 5.5530 1.5894 4.4023
C 5.0282 1.1783 2.9496
C 6.2345 0.3147 5.0367
C 4.4830 2.1276 5.4408
C 3.5296 1.1413 6.0706
O 4.0483 0.4774 7.1520
H 6.0613 3.4194 3.3903
H 7.3981 2.2327 3.6077
H 6.7020 3.3343 4.9857
H 5.7340 0.8698 2.1785
H 4.5126 1.9952 2.4447
H 4.2669 0.4042 3.0457
H 5.4082 -0.3962 5.0354
H 6.3357 0.7064 6.0488
H 7.1537 0.0421 4.5183
H 4.0114 3.0056 4.9994
H 5.0929 2.5997 6.2109
H 3.3351 0.4040 5.2918
H 2.5400 1.5659 6.2395
H 3.9676 1.0435 7.9231
C 2.4994 -1.8595 0.9661
N 1.3291 -1.7640 -0.0210
C 1.5427 -3.0114 -0.9830
C 0.0100 -2.0994 0.7327
C 1.2588 -0.3886 -0.9010
C -0.1013 -0.1466 -1.4561
O -0.0291 1.1366 -2.0594
H 3.2558 -1.4513 0.2958
H 2.6402 -2.9184 1.1825
H 2.3533 -1.1327 1.7653
H 1.4975 -3.9240 -0.3887
H 2.4627 -2.8118 -1.5324
H 0.7057 -3.0951 -1.6761
H -0.7090 -2.2581 -0.0710
H -0.5262 -1.3121 1.2626
H 0.2053 -2.8976 1.4489
H 2.1149 -0.4431 -1.5734
H 1.4582 0.4012 -0.1767
H -0.9416 -0.2438 -0.7687
H -0.1563 -0.8863 -2.2548
H -0.8797 1.5078 -1.8137
C -1.4201 4.1540 -0.8420
C -0.8467 5.2940 0.0930
N 0.6590 5.2524 0.0208
C 1.4312 4.1172 0.0186
C 2.6780 4.6278 -0.2702
N 2.7437 5.9825 -0.1688
C 1.4757 6.3818 -0.0253
C 3.8596 6.8512 -0.2192
H -1.4133 3.1560 -0.4038
H -0.8269 3.9533 -1.7341
H -2.4767 4.3963 -0.9558
H -1.0694 5.1761 1.1534
H -1.1482 6.2854 -0.2452
H 0.9692 3.1447 0.1045
H 3.6119 4.1433 -0.5145
H 1.1634 7.4106 -0.1272
H 4.1070 7.3133 0.7365
H 3.8984 7.4679 -1.1171
H 4.7491 6.2637 -0.4463
C -4.0996 -3.5539 6.0182
C -3.1802 -3.7505 7.1783
N -1.9650 -3.1155 6.7439
C -1.7656 -1.7445 6.4491
C -0.4844 -1.6104 5.8688
N 0.1370 -2.8585 5.8505
C -0.8168 -3.7453 6.2517
C 1.5209 -3.1000 5.2437
H -3.7578 -3.9548 5.0640
H -4.3808 -2.5040 5.9360
H -4.9529 -4.2314 6.0502
H -2.9661 -4.7680 7.5053
H -3.6462 -3.3720 8.0881
H -2.6416 -1.1177 6.5277
H 0.0581 -0.7872 5.4277
H -0.6687 -4.8151 6.2567
H 1.2798 -3.1143 4.1808
H 1.8573 -4.0550 5.6474
H 2.1710 -2.2370 5.3877
P 4.2049 -5.1469 -2.9976
F 4.4276 -6.7691 -2.7316
F 2.6796 -5.2966 -2.5393
F 4.7959 -4.6505 -1.5375
F 3.9722 -3.6048 -3.4011
F 5.6881 -4.8827 -3.4593
F 3.7184 -5.5331 -4.5355
P -3.0827 -2.8876 -2.7560
F -1.7157 -3.6968 -2.1673
F -2.2660 -1.8600 -3.7507
F -3.1681 -3.9528 -3.9744
F -4.4171 -2.0876 -3.2482
F -4.0756 -3.9328 -1.9479
F -3.0726 -1.8122 -1.5760
P 0.0939 1.2993 3.0809
F -1.3417 1.2335 3.7618
F 0.8055 1.5220 4.5180
F 0.2686 -0.2327 3.3220
F 1.5528 1.3973 2.2488
F -0.6185 1.2948 1.6501
F -0.0695 2.9378 3.0236
P -0.9682 -6.2783 2.8423
F -0.3671 -5.6031 1.4931
F -2.3693 -6.1750 2.2046
F -0.9230 -7.6456 1.9574
F -1.5500 -7.1668 4.1770
F 0.5832 -6.4906 3.4349
F -1.0683 -4.8176 3.6662
P 5.2777 1.6714 -1.5359
F 4.9999 0.1357 -1.0266
F 6.8493 1.3642 -1.5039
F 5.3391 1.1240 -3.0775
F 5.4597 3.2044 -2.1596
F 3.6921 1.9585 -1.5017
F 5.3221 2.1858 0.0443
P 5.1752 -3.2724 3.7583
F 6.3053 -2.2551 3.4354
F 5.4325 -3.2885 5.3607
F 4.1227 -2.0729 3.7286
F 3.9025 -4.2703 3.8552
F 4.9626 -3.5777 2.1764
F 6.1640 -4.5458 3.5381
```

Output
- LUMO level (spin up / spin down): -0.236 / -0.391 hartree
- 2S+1: 2
- Kohn-Sham gap (spin up / spin down): 5.21 / 0.99 eV
- Charge: +2
- DFT total energy: -8139.0526 hartree

Here are the Mulliken charges for atoms 1 to 8, given in e: -1.54 1.17 -1.00 0.27 -0.18 -0.91 -0.49 -1.05

---

2.
The following is a DFT calculation (the ωB97M-V functional and the def2-TZVPD basis) of 10 unconnected molecules or ions with the total composition C45H108Cl9N7.

XYZ file:
```
169
C45H108Cl9N7 (the ωB97M-V functional and the def2-TZVPD basis)
C 1.6831 1.4659 -6.6458
C 1.7589 0.4418 -5.5407
N 0.5333 0.3653 -4.7235
C -0.1568 -0.9071 -4.7008
C -0.8967 -1.1315 -6.0294
C 0.6732 0.8084 -3.3454
C 1.1380 2.2474 -3.2212
H 0.9139 1.2078 -7.3301
H 2.5953 1.4401 -7.2260
H 1.4999 2.4917 -6.2614
H 1.8967 -0.5448 -5.9826
H 2.6178 0.6080 -4.9048
H 0.4957 -1.7681 -4.5195
H -0.9447 -0.8349 -3.9558
H -1.4614 -2.0695 -6.0605
H -1.6490 -0.3309 -6.0254
H -0.2043 -1.1133 -6.9030
H 1.3497 0.1095 -2.7806
H -0.2451 0.7001 -2.7853
H 0.2862 2.8490 -3.5242
H 2.0358 2.5000 -3.7730
H 1.3963 2.4210 -2.1975
C -4.1489 1.7075 2.3909
C -4.7295 2.3888 1.1420
N -4.4243 3.7735 0.8515
C -3.0594 4.0240 0.3587
C -2.8731 3.4108 -0.9954
C -4.8115 4.6604 1.9519
C -5.1388 6.0388 1.3753
H -3.0668 1.7488 2.5017
H -4.4007 0.6248 2.3437
H -4.6166 2.1421 3.2907
H -4.5501 1.7412 0.2795
H -5.8114 2.4220 1.2389
H -2.8495 5.1038 0.3324
H -2.3307 3.6079 1.1065
H -2.9709 2.3475 -0.9431
H -3.5660 3.8494 -1.7617
H -1.8700 3.5994 -1.3621
H -4.0107 4.6747 2.6745
H -5.7363 4.2403 2.3990
H -5.7243 6.6703 2.0499
H -5.7798 5.8754 0.5273
H -4.2513 6.5914 1.0875
C 8.2494 -1.5563 -2.2020
C 7.8979 -0.2851 -1.4383
N 7.0374 0.6278 -2.1776
C 5.6314 0.3323 -2.0878
C 4.7042 1.0809 -3.0867
C 7.3107 2.0370 -1.9100
C 7.0240 2.4820 -0.4417
H 7.4199 -2.2237 -2.4527
H 8.9309 -2.1282 -1.5876
H 8.7541 -1.2378 -3.0877
H 7.3902 -0.5657 -0.5066
H 8.8482 0.2161 -1.1807
H 5.4818 -0.7202 -2.3645
H 5.2669 0.4973 -1.0765
H 4.9240 0.8674 -4.1415
H 3.7354 0.6612 -2.9394
H 4.6980 2.1831 -2.9162
H 6.6380 2.6207 -2.5532
H 8.3326 2.3154 -2.1741
H 6.0693 2.2242 -0.0422
H 7.1224 3.5742 -0.4040
H 7.7910 2.0792 0.2404
C -1.1544 -3.0327 -2.0938
C 0.3337 -3.1345 -1.9658
N 0.8446 -3.1417 -0.6024
C 2.3033 -2.9953 -0.5541
C 2.8067 -1.5819 -0.8174
C 0.4573 -4.3558 0.0563
C 0.3980 -4.2148 1.5445
H -1.7296 -3.8995 -1.8470
H -1.3664 -2.9469 -3.1726
H -1.4791 -2.1216 -1.5936
H 0.7167 -4.0095 -2.5279
H 0.7919 -2.2582 -2.4765
H 2.5705 -3.2069 0.4877
H 2.8008 -3.6541 -1.2821
H 2.2348 -0.8040 -0.3115
H 3.8388 -1.5624 -0.3599
H 2.8625 -1.3293 -1.8766
H 1.1437 -5.1990 -0.1728
H -0.5208 -4.7148 -0.2433
H 1.2881 -3.8133 1.9759
H 0.2507 -5.2172 1.9566
H -0.3420 -3.4658 1.8010
C 1.1525 -3.9605 5.6326
C 0.3389 -2.7424 6.0475
N -1.0952 -2.9414 5.9001
C -1.8344 -1.8654 6.4234
C -1.7339 -0.4851 5.6831
C -1.4891 -3.3258 4.5187
C -2.9954 -3.5359 4.3558
H 1.0939 -4.0825 4.5530
H 0.7248 -4.8393 6.0677
H 2.1777 -3.9484 5.9595
H 0.5863 -2.5042 7.0826
H 0.6656 -1.9368 5.3809
H -2.8881 -2.1856 6.5030
H -1.4213 -1.7529 7.4362
H -0.7013 -0.2895 5.4325
H -2.2901 -0.4512 4.7537
H -2.1885 0.2797 6.2644
H -0.9937 -4.1918 4.1395
H -1.2356 -2.4575 3.8752
H -3.4637 -4.1846 5.0935
H -3.1785 -3.8169 3.3214
H -3.4508 -2.5218 4.4209
C 3.2128 0.2356 4.3203
C 4.1971 1.3240 4.0469
N 3.9236 2.1437 2.8906
C 3.9153 1.3512 1.6705
C 3.2013 2.0126 0.5190
C 4.9189 3.2324 2.8055
C 4.7992 4.2841 3.8929
H 3.2261 -0.6385 3.6499
H 2.2085 0.6106 4.3211
H 3.4117 -0.1907 5.3002
H 4.1972 1.8910 4.9591
H 5.1800 0.8944 3.9032
H 4.9475 1.0542 1.4188
H 3.4021 0.4086 1.7966
H 3.3314 1.4542 -0.4055
H 2.1272 2.0200 0.7162
H 3.4869 3.0457 0.4811
H 4.8939 3.6920 1.8279
H 5.8691 2.7275 2.8636
H 5.6481 4.9940 3.7711
H 4.8761 3.9245 4.9141
H 3.8623 4.8341 3.8023
C -6.1747 -1.4986 0.1161
C -6.6476 -0.6967 -1.0839
N -5.9376 -0.9300 -2.3489
C -4.6504 -0.2470 -2.3032
C -3.7048 -0.7600 -3.3774
C -6.7702 -0.4304 -3.4740
C -7.8255 -1.4217 -3.9315
H -6.4878 -2.5384 0.0300
H -6.5388 -1.0649 1.0700
H -5.0920 -1.5254 0.2979
H -7.7076 -0.7949 -1.2101
H -6.5541 0.3595 -0.8392
H -4.7353 0.8145 -2.4943
H -4.1921 -0.4370 -1.3170
H -3.5067 -1.8278 -3.1997
H -4.0672 -0.5627 -4.3851
H -2.7915 -0.1746 -3.3919
H -6.1086 -0.1818 -4.3245
H -7.2376 0.5077 -3.1630
H -7.3404 -2.3568 -4.1733
H -8.2999 -1.1419 -4.8694
H -8.5090 -1.5641 -3.1403
C 1.0206 3.7325 3.3602
Cl 1.1260 4.9496 4.5867
Cl 0.8956 4.4507 1.7641
Cl -0.2900 2.6276 3.7446
H 1.9418 3.1185 3.3829
C -0.5443 -0.8344 0.7982
Cl -2.1207 -1.4638 1.3370
Cl 0.4871 -0.3359 2.1587
Cl -0.7567 0.4909 -0.3075
H -0.0380 -1.6375 0.2439
C -5.7010 -4.0810 -2.3611
Cl -5.4337 -4.4691 -4.0722
Cl -4.2488 -4.5140 -1.3741
Cl -7.1453 -4.7420 -1.6057
H -5.8320 -3.0057 -2.2508
```

Output
- LUMO level: 0.020 hartree
- SMILES: CCN(CC)CC.CCN(CC)CC.CCN(CC)CC.CCN(CC)CC.CCN(CC)CC.CCN(CC)CC.CCN(CC)CC.ClC(Cl)Cl.ClC(Cl)Cl.ClC(Cl)Cl
- Kohn-Sham gap: 8.59 eV
- DFT total energy: -6304.2425 hartree

Here are the Mulliken charges for atoms 1 to 8, given in e: -1.57 -0.23 0.62 0.75 -1.56 0.73 -1.59 0.35